(1)
ORCA calculation (ωB97M-V/def2-TZVPD) on a molecular structure, C17H12Cl2F6IMnNO6.

Results
LUMO (alpha / beta)   3.976 / 3.976 eV
Max |F|   0.826 eV/A
Spin multiplicity   2
⟨S²⟩   0.836
Net charge   -2

Last column: Mulliken charge in e.
Geometry (Å):
I  -0.10  0.67  5.16  -0.062
Mn  -0.14  0.95  -0.15  0.592
Cl  -3.02  -3.96  3.62  -0.336
Cl  0.35  -0.74  -5.19  -0.285
F  3.66  -1.79  0.56  -0.271
F  5.05  -0.24  1.14  -0.313
F  3.15  1.29  -2.25  -0.258
F  3.63  -0.79  -1.98  -0.271
F  3.17  -0.45  2.18  -0.245
F  5.04  0.73  -1.37  -0.319
O  -0.58  3.47  -0.10  -0.682
O  1.73  0.14  -0.13  -0.624
O  -1.90  0.57  -3.32  -0.693
O  -0.09  0.85  1.91  -0.542
O  -0.04  1.09  -2.15  -0.514
O  -2.70  2.84  -0.06  -0.406
N  -1.05  -0.74  0.07  0.855
C  -0.70  0.85  -3.20  0.312
C  3.21  1.91  0.55  -2.192
C  -3.50  1.67  -0.17  -0.364
C  -1.35  2.53  -0.07  0.730
C  -2.50  -3.04  0.66  -0.887
C  -2.27  -2.66  -0.64  -1.002
C  -1.53  -1.49  -0.91  -0.368
C  3.71  0.41  -1.40  0.620
C  -0.70  -0.18  2.34  1.060
C  -1.59  -1.70  4.04  -0.430
C  3.72  -0.51  0.96  0.515
C  -1.27  -1.11  1.37  -0.105
C  0.15  0.91  -4.48  -0.420
C  -0.89  -0.55  3.68  -0.565
C  3.01  0.48  -0.01  1.044
C  -1.98  -2.26  1.72  -0.073
C  -2.13  -2.54  3.10  0.531
H  -1.37  -1.18  -1.92  0.389
H  -3.07  -3.93  0.90  0.371
H  -2.66  -3.23  -1.47  0.447
H  -1.71  -1.92  5.09  0.359
H  2.69  2.59  -0.12  0.450
H  -3.28  1.12  -1.09  0.150
H  -3.36  1.01  0.69  0.111
H  -4.55  2.00  -0.19  0.290
H  2.70  1.95  1.51  0.456
H  -0.35  1.49  -5.25  0.328
H  4.25  2.21  0.66  0.401
H  1.16  1.27  -4.28  0.215

=====

(2)
ORCA calculation (ωB97M-V/def2-TZVPD) on 2 unconnected molecules or ions with the total composition C4H12 at a distorted geometry.

Results
SMILES   CC.CC
LUMO   1.130 eV
Max |F|   4.655 eV/A
Relative energy (zero: lowest compared OMol25 entry of this formula, charge and spin)   1.109 eV
Spin multiplicity   1
Net charge   0

Last column: Mulliken charge in e.
Geometry (Å):
C  0.00  2.22  -2.40  -0.846
C  0.16  -1.33  1.38  -0.774
C  0.30  -2.79  1.79  -1.098
C  -0.52  1.97  -0.89  -0.696
H  0.05  1.14  -0.39  0.074
H  0.17  -2.86  2.88  0.297
H  -0.74  -0.91  1.62  0.386
H  -0.40  -3.44  1.32  0.322
H  0.52  -1.30  0.32  0.206
H  0.46  3.12  -2.30  0.290
H  0.63  1.41  -2.81  0.287
H  -0.45  2.88  -0.28  0.302
H  -0.85  2.23  -2.96  0.272
H  -1.43  1.53  -0.86  0.319
H  1.23  -3.18  1.65  0.368
H  0.85  -0.68  1.95  0.292

=====

(3)
ORCA calculation (ωB97M-V/def2-TZVPD) on 2 unconnected molecules or ions with the total composition C9H11NO4 at a distorted geometry.

Results
SMILES   CCOC(=O)c1ccccc1.O=NO
LUMO   0.461 eV
Max |F|   5.202 eV/A
Relative energy (zero: lowest compared OMol25 entry of this formula, charge and spin)   4.289 eV
Spin multiplicity   1
Net charge   0

Last column: Mulliken charge in e.
Geometry (Å):
O  1.09  0.66  -0.28  -0.693
O  3.46  1.61  -1.08  -0.364
O  0.37  -1.03  0.98  -0.343
O  5.04  0.94  0.22  -0.475
N  3.84  0.86  -0.01  0.392
C  -1.61  1.69  -0.27  -0.313
C  -3.96  1.09  -0.20  -0.183
C  0.23  -0.02  0.22  0.447
C  -3.66  -0.21  0.04  -0.677
C  -1.30  0.36  0.11  0.242
C  1.68  -1.63  1.11  -0.243
C  -2.34  -0.53  0.17  0.006
C  2.21  -2.08  -0.26  -0.837
C  -2.98  2.02  -0.41  -0.586
H  2.86  -1.19  -0.62  0.163
H  -0.82  2.31  -0.63  0.409
H  2.52  1.48  -1.11  0.580
H  2.81  -2.92  -0.20  0.407
H  -3.20  3.08  -0.44  0.334
H  -2.00  -1.56  0.58  0.203
H  2.31  -0.87  1.52  0.312
H  1.29  -2.12  -1.00  0.216
H  -5.00  1.47  -0.36  0.303
H  -4.47  -0.94  0.09  0.386
H  1.62  -2.48  1.83  0.314

=====

(4)
ORCA calculation (ωB97M-V/def2-TZVPD) on C4H4O in the gas phase at a distorted geometry.

Results
SMILES   C#CC(=C)O
LUMO   0.662 eV
Max |F|   3.790 eV/A
Relative energy (zero: lowest compared OMol25 entry of this formula, charge and spin)   2.396 eV
Spin multiplicity   1
Net charge   0

Last column: Mulliken charge in e.
Geometry (Å):
O  0.17  -0.52  1.74  -0.475
C  -0.04  1.66  1.14  -0.999
C  1.23  0.06  -0.33  -0.362
C  1.70  -0.28  -1.39  0.077
C  0.54  0.44  0.90  0.570
H  -0.06  2.51  0.42  0.245
H  2.25  -0.80  -2.15  0.410
H  -0.58  -0.11  2.26  0.311
H  -0.45  1.80  2.17  0.224

=====

(5)
ORCA calculation (ωB97M-V/def2-TZVPD) on a molecular structure, C36H34AsN4O9Rb.

Results
LUMO   3.903 eV
Max |F|   0.158 eV/A
Relative energy (zero: lowest compared OMol25 entry of this formula, charge and spin)   0.436 eV
Spin multiplicity   1
Net charge   -2

Last column: Mulliken charge in e.
Geometry (Å):
Rb  1.82  -1.24  0.46  0.783
As  -1.52  0.84  0.28  0.645
O  3.75  -3.28  1.69  -0.676
O  -0.23  -0.02  3.01  0.160
O  1.64  -4.05  1.83  -0.679
O  2.56  -1.56  -2.47  -0.408
O  2.13  1.07  2.58  -0.745
O  -2.72  -3.10  -6.92  -0.687
O  -0.64  -3.09  -7.49  -0.695
O  -0.18  -1.47  -1.51  0.203
O  4.18  1.55  3.32  -0.826
N  3.82  0.94  -0.54  0.027
N  2.27  -1.50  3.64  0.835
N  6.68  3.81  -1.64  -0.617
N  -1.53  -2.95  -6.65  1.016
C  3.99  2.06  0.17  -0.631
C  2.56  -2.93  3.72  -0.544
C  -2.17  -2.43  -4.33  -0.413
C  -1.83  -2.08  -3.07  -0.367
C  -3.15  3.33  0.47  -0.163
C  -3.43  1.14  -4.06  -0.501
C  -3.64  4.45  1.14  -0.765
C  -4.58  -1.24  2.38  -0.665
C  -2.48  3.78  3.13  -0.858
C  -2.39  0.97  -1.47  0.238
C  1.29  -1.04  4.61  -1.689
C  -3.84  -0.22  1.80  -0.189
C  -0.46  -1.84  -2.66  -0.012
C  3.24  0.78  3.13  0.619
C  -2.28  -1.85  0.96  -0.388
C  -3.73  0.67  -1.72  0.016
C  4.92  3.03  -0.15  -0.842
C  4.59  0.78  -1.61  -0.620
C  2.68  -3.51  2.29  -0.009
C  5.73  2.85  -1.26  1.167
C  -1.58  1.35  -2.54  -0.990
C  -2.09  1.44  -3.83  -0.491
C  1.98  -1.91  -3.48  -0.782
C  -2.69  -0.52  1.08  0.755
C  3.46  -0.69  3.56  -0.895
C  -3.31  4.67  2.47  -0.380
C  0.17  -2.42  -4.98  -0.245
C  5.55  1.69  -2.02  -0.579
C  -4.18  -2.56  2.25  -0.557
C  -3.03  -2.86  1.54  -0.808
C  -1.98  2.66  2.46  -0.061
C  -2.32  2.42  1.13  -0.175
C  -4.24  0.75  -3.01  -0.740
C  -0.11  -1.01  4.01  -0.227
C  -1.17  -2.60  -5.32  -0.576
C  0.55  -2.06  -3.70  0.661
H  -5.48  -1.00  2.95  0.368
H  1.54  -0.03  4.94  0.370
H  -0.33  -2.00  3.59  0.164
H  -3.70  5.54  2.98  0.337
H  -2.69  -3.89  1.44  0.446
H  -2.59  -1.94  -2.30  0.426
H  -2.21  3.95  4.16  0.429
H  -0.85  -0.81  4.80  0.335
H  -1.33  1.97  2.98  0.478
H  4.43  -0.14  -2.17  0.438
H  0.92  -2.58  -5.75  0.412
H  -3.20  -2.58  -4.62  0.492
H  -3.82  1.18  -5.07  0.359
H  4.03  -0.67  4.51  0.167
H  5.03  3.90  0.49  0.284
H  4.12  -1.14  2.81  0.425
H  -1.44  1.71  -4.65  0.385
H  2.57  -2.16  -4.39  0.182
H  -1.39  -2.08  0.39  0.491
H  -4.15  0.80  1.93  0.385
H  -5.28  0.50  -3.19  0.364
H  3.48  -3.11  4.30  0.295
H  7.46  3.43  -2.15  0.224
H  -4.37  0.35  -0.91  0.379
H  1.28  -1.69  5.51  0.502
H  0.68  0.36  2.83  0.233
H  -0.53  1.54  -2.36  0.399
H  -3.41  3.16  -0.56  0.367
H  -4.76  -3.36  2.72  0.339
H  -4.29  5.14  0.61  0.387
H  7.00  4.38  -0.87  0.236
H  3.36  2.17  1.05  0.540
H  6.14  1.50  -2.90  0.288
H  1.72  -3.43  4.22  0.446

=====

(6)
ORCA calculation (ωB97M-V/def2-TZVPD) on a gas-phase ion, C4H14NOSi (charge +1) at a distorted geometry.

Results
SMILES   CC[C@@H]([NH3+])[SiH2]OC
LUMO   -3.270 eV
Max |F|   3.925 eV/A
Relative energy (zero: lowest compared OMol25 entry of this formula, charge and spin)   1.796 eV
Spin multiplicity   1
Net charge   +1

Last column: Mulliken charge in e.
Geometry (Å):
Si  -0.74  0.94  0.05  0.353
O  -2.00  -0.14  0.05  -0.373
N  0.02  -1.90  -0.23  -0.233
C  -3.35  0.19  0.05  -0.732
C  2.54  1.23  0.12  -1.061
C  1.93  -0.24  0.26  -0.715
C  0.65  -0.54  -0.50  -0.446
H  2.01  1.68  -0.80  0.301
H  -0.66  1.23  1.56  -0.039
H  3.65  1.10  0.05  0.331
H  -3.51  0.66  -0.94  0.312
H  2.54  1.96  0.98  0.293
H  -3.88  -0.70  0.15  0.311
H  -3.69  0.79  0.96  0.287
H  1.03  -0.47  -1.46  0.417
H  2.87  -0.81  -0.06  0.344
H  -0.79  2.01  -0.85  -0.080
H  -0.95  -1.53  -0.05  0.471
H  0.54  -2.49  0.49  0.362
H  1.88  -0.52  1.29  0.485
H  -0.06  -2.45  -1.13  0.412

=====

(7)
ORCA calculation (ωB97M-V/def2-TZVPD) on 4 unconnected molecules or ions with the total composition C22H56N4O12P3 at a distorted geometry.

Results
LUMO   -4.406 eV
Max |F|   8.748 eV/A
Relative energy (zero: lowest compared OMol25 entry of this formula, charge and spin)   0.000 eV
Spin multiplicity   1
Net charge   +1

Last column: Mulliken charge in e.
Geometry (Å):
P  3.63  -4.29  4.19  1.082
P  5.18  3.97  4.08  1.081
P  -7.27  -0.60  -6.31  1.137
O  -6.04  -1.10  -7.27  -0.343
O  -7.90  -1.87  -5.83  -0.792
O  2.94  -2.81  4.42  -0.388
O  3.41  -4.96  5.66  -0.361
O  -6.44  -0.16  -4.96  -0.363
O  -7.17  0.97  -6.78  -0.382
O  5.09  -4.00  4.22  -0.770
O  2.20  -5.01  3.75  -0.403
O  4.05  2.88  4.57  -0.309
O  5.47  2.94  2.80  -0.303
O  5.11  4.92  5.24  -0.776
O  4.25  4.88  3.04  -0.365
N  -2.36  0.19  -0.13  -0.051
N  -2.79  0.51  -2.35  0.069
N  0.47  -0.50  0.08  -0.528
N  -3.17  2.30  -0.73  -0.583
C  2.61  3.53  6.40  -1.125
C  4.51  -5.51  6.39  -0.302
C  3.80  2.69  5.96  -0.279
C  -9.15  0.94  -8.24  -1.170
C  -0.42  -1.38  -0.01  -0.037
C  2.64  -1.37  2.49  -0.978
C  -7.71  1.39  -8.04  -0.103
C  4.47  6.28  2.89  -0.247
C  5.35  6.59  1.69  -1.068
C  -1.69  1.04  -3.19  -0.862
C  5.05  -4.50  7.38  -1.033
C  -1.90  -1.18  -0.30  -0.563
C  -6.78  -0.69  -3.69  -0.513
C  6.43  3.26  1.80  -0.088
C  3.43  -1.66  3.75  -0.190
C  2.67  -5.10  1.34  -1.182
C  -2.76  0.97  -1.07  0.049
C  -5.90  -1.88  -3.35  -0.844
C  7.77  3.66  2.37  -1.196
C  -6.22  -2.16  -8.21  -0.269
C  1.67  -4.82  2.45  -0.051
C  -6.55  -1.64  -9.59  -1.036
H  -1.39  0.26  -3.89  0.319
H  5.29  -5.86  5.71  0.334
H  6.55  2.37  1.18  0.322
H  -9.79  1.38  -7.48  0.338
H  -2.12  -1.60  -1.28  0.293
H  -7.84  -0.96  -3.64  0.415
H  4.49  -1.75  3.51  0.338
H  -7.53  -1.16  -9.61  0.209
H  -7.67  2.48  -8.05  0.307
H  -5.82  -0.90  -9.91  0.262
H  2.23  -4.92  0.36  0.366
H  2.50  3.50  7.49  0.383
H  -0.80  1.31  -2.62  0.338
H  -5.87  -2.61  -4.16  0.288
H  3.01  -6.14  1.38  0.343
H  0.83  -5.52  2.35  0.356
H  2.71  4.56  6.08  0.268
H  4.89  6.72  3.79  0.299
H  -6.24  -2.37  -2.44  0.378
H  3.58  1.63  6.11  0.350
H  -5.28  -2.71  -8.25  0.337
H  -6.57  -2.45  -10.32  0.407
H  2.79  -2.16  1.74  0.234
H  4.69  2.92  6.55  0.345
H  4.14  -6.39  6.92  0.350
H  1.57  -1.34  2.71  0.191
H  -3.94  2.25  -0.06  0.325
H  -3.70  0.62  -2.78  0.226
H  4.33  -4.33  8.18  0.281
H  5.41  7.67  1.52  0.412
H  5.98  -4.86  7.84  0.359
H  7.69  4.51  3.05  0.368
H  5.25  -3.54  6.92  0.276
H  8.46  3.92  1.57  0.369
H  -0.09  -2.42  0.11  0.429
H  -2.04  1.87  -3.81  0.332
H  2.94  -0.42  2.05  0.496
H  3.56  -4.47  1.44  0.381
H  -7.07  1.04  -8.85  0.187
H  1.70  3.14  5.95  0.279
H  4.97  6.11  0.79  0.255
H  3.48  6.73  2.73  0.319
H  1.24  -3.82  2.36  0.114
H  -6.99  -2.86  -7.88  0.305
H  -6.63  0.11  -2.96  0.416
H  0.03  0.41  -0.09  0.205
H  -9.24  -0.15  -8.17  0.383
H  -9.51  1.26  -9.22  0.368
H  3.32  -0.82  4.44  0.136
H  6.02  4.04  1.14  0.154
H  -2.40  2.72  -0.21  0.328
H  -2.35  0.56  0.82  0.293
H  8.20  2.83  2.94  0.340
H  -2.46  -1.79  0.42  0.429
H  6.37  6.23  1.86  0.213
H  -4.87  -1.54  -3.19  0.086

=====

(8)
ORCA calculation (ωB97M-V/def2-TZVPD) on a molecular structure, C17H24Cl3IN5OTc at a distorted geometry.

Results
LUMO (alpha / beta)   -9.778 / -13.807 eV
Max |F|   1.414 eV/A
Relative energy (zero: lowest compared OMol25 entry of this formula, charge and spin)   2.374 eV
Spin multiplicity   4
⟨S²⟩   3.769
Net charge   +3

Last column: Mulliken charge in e.
Geometry (Å):
I  -4.42  -0.36  4.27  0.233
Tc  -0.95  -0.22  -0.53  0.327
Cl  0.19  1.42  3.66  0.057
Cl  3.67  3.04  -0.08  0.003
Cl  4.57  4.16  5.08  -0.039
O  1.25  1.74  0.95  -0.049
N  0.01  -1.45  -2.02  0.575
N  0.68  -0.99  0.66  -0.231
N  -1.97  0.89  0.92  0.235
N  -2.61  -0.38  -1.97  -0.489
N  0.20  1.26  -1.56  -0.110
C  -2.66  0.20  1.85  -0.182
C  1.32  0.65  -2.32  -0.524
C  1.95  2.28  1.83  -0.649
C  4.00  3.52  2.53  -0.570
C  -2.02  2.22  0.97  -0.272
C  -2.16  -1.13  -3.18  -0.732
C  -2.77  2.91  1.90  -0.870
C  -3.42  0.81  2.83  -0.557
C  3.61  3.47  3.88  0.280
C  2.41  2.82  4.23  -0.547
C  0.82  -2.47  -1.29  -0.789
C  0.85  -0.65  -2.96  -0.940
C  -3.49  2.20  2.85  -0.170
C  1.60  -1.83  -0.15  -0.680
C  -1.07  -2.12  -2.79  -0.584
C  1.61  2.24  3.24  0.814
C  3.20  2.96  1.53  0.713
H  1.49  -3.00  -1.97  0.351
H  0.63  1.86  -0.86  0.304
H  1.70  -1.23  -3.31  0.292
H  -4.10  2.72  3.58  0.470
H  -1.80  -0.42  -3.91  0.410
H  -2.80  3.99  1.88  0.483
H  -3.32  -0.94  -1.50  0.316
H  -2.61  -0.88  1.80  0.449
H  1.68  1.32  -3.10  0.522
H  1.18  -0.22  1.07  0.010
H  2.14  0.48  -1.63  0.151
H  2.41  -1.21  -0.52  0.220
H  0.31  -1.53  1.44  0.333
H  -1.44  2.76  0.22  0.494
H  -0.34  1.86  -2.18  0.228
H  -1.50  -2.90  -2.16  0.343
H  -3.10  0.46  -2.28  0.267
H  4.94  4.01  2.27  0.520
H  0.24  -0.40  -3.83  0.354
H  -2.98  -1.68  -3.64  0.477
H  -0.67  -2.60  -3.69  0.337
H  2.05  -2.62  0.45  0.508
H  2.12  2.76  5.27  0.538
H  0.13  -3.21  -0.87  0.368